1.
Computed, not measured: a 12-piece molecular cluster, C16H56N6O12 overall at a distorted geometry, with wB97M-V/def2-TZVPD.

Last column: Löwdin charge in e.
Positions of all 90 atoms, in Å:
N -4.022 -0.325 -3.158  0.15
C -3.002 -0.975 -2.800  -0.60
N -2.660 -1.813 -3.753  0.15
O -2.134 -0.402 -1.895  -0.11
H -4.378 0.463 -2.657  0.11
H -4.824 -0.724 -3.724  0.16
H -1.604 -2.012 -3.749  0.09
H -3.315 -2.334 -4.514  0.20
N 4.363 1.042 0.882  0.11
C 3.920 0.054 1.639  -0.59
N 3.270 0.455 2.725  0.15
O 4.086 -1.308 1.343  -0.12
H 4.828 0.796 -0.028  0.16
H 4.833 1.902 1.215  0.15
H 2.924 -0.313 3.362  0.14
H 2.774 1.429 2.770  0.16
N 0.722 3.444 -1.244  0.17
C 1.941 3.258 -0.713  -0.60
N 1.954 2.234 0.083  0.14
O 2.982 4.164 -0.813  -0.13
H 0.787 4.311 -1.849  0.15
H -0.131 2.993 -0.978  0.05
H 2.938 1.964 0.428  0.09
H 1.215 1.613 0.175  0.03
C -1.818 4.125 2.919  -0.04
C -1.287 3.610 1.540  -0.29
O -1.563 4.576 0.533  -0.11
H -1.551 3.522 3.764  0.03
H -2.911 4.155 2.936  0.08
H -1.582 5.147 3.123  0.06
H -1.694 2.703 1.186  0.07
H -0.180 3.481 1.398  0.11
H -1.675 4.271 -0.371  0.03
C -0.236 0.715 3.485  -0.09
C -0.264 1.416 4.834  -0.27
O 0.759 0.791 5.671  -0.07
H 0.527 1.035 2.820  0.03
H -1.076 1.023 2.879  0.07
H -0.123 -0.388 3.579  0.07
H -1.260 1.331 5.366  0.14
H 0.002 2.379 4.615  0.06
H 0.584 1.086 6.536  0.04
C -2.414 -2.761 2.204  -0.04
C -2.675 -2.725 0.709  -0.28
O -1.691 -3.403 -0.050  -0.13
H -1.886 -3.674 2.505  0.10
H -3.292 -2.557 2.702  0.06
H -1.898 -1.887 2.501  0.04
H -2.840 -1.755 0.230  0.10
H -3.499 -3.346 0.317  0.12
H -2.170 -3.711 -0.846  0.09
C 0.400 0.763 -3.388  -0.07
C 1.546 -0.197 -2.957  -0.26
O 2.517 0.553 -2.228  -0.09
H 0.740 1.602 -4.059  0.11
H -0.059 1.198 -2.518  0.02
H -0.386 0.206 -3.790  0.03
H 2.108 -0.452 -3.844  0.11
H 1.286 -1.000 -2.323  0.06
H 2.084 0.910 -1.432  0.03
C 1.007 -2.972 2.475  -0.16
O 0.371 -3.886 1.626  -0.11
H 1.824 -2.494 1.908  0.06
H 1.424 -3.375 3.441  0.10
H 0.300 -2.212 2.743  0.02
H -0.466 -3.591 1.319  -0.02
C -0.091 -3.214 -2.603  -0.15
O -0.008 -2.763 -3.945  -0.14
H -0.905 -3.973 -2.531  0.09
H -0.257 -2.328 -1.970  0.05
H 0.792 -3.731 -2.272  0.07
H 0.903 -2.618 -4.246  0.10
C 2.800 -3.451 -0.546  -0.20
O 3.750 -3.712 -1.522  -0.10
H 2.279 -2.523 -0.847  0.08
H 3.392 -3.184 0.283  0.04
H 2.108 -4.253 -0.286  0.08
H 4.332 -4.377 -1.182  0.07
C -2.024 3.226 -3.087  -0.11
O -2.139 2.874 -1.695  -0.16
H -1.617 4.227 -3.170  0.09
H -3.061 3.186 -3.469  0.09
H -1.493 2.555 -3.718  0.05
H -2.615 2.006 -1.685  0.08
C 0.129 -0.533 0.537  -0.16
O -0.475 0.573 0.016  -0.12
H 1.217 -0.364 0.590  0.10
H -0.040 -1.317 -0.145  0.06
H -0.385 -0.802 1.406  0.03
H -1.042 0.366 -0.721  0.01

The net charge is 0. The spin multiplicity is 1. Its total energy is -51004.48058 eV. The HOMO energy comes out at -8.7 eV. The LUMO energy is -0.32 eV. Its structure (SMILES) is NC(N)=O.NC(N)=O.NC(N)=O.CCO.CCO.CCO.CCO.CO.CO.CO.CO.CO. As for the max |F|: 8.81 eV Å⁻¹.


2.
Computed, not measured: C16H60B7Ca2O4 as an isolated structure at a distorted geometry, with wB97M-V/def2-TZVPD.

Last column: Löwdin charge in e.
Positions of all 89 atoms, in Å:
Ca -2.671 15.195 22.979  1.10
Ca 1.726 13.803 24.212  1.09
B -4.385 13.556 21.985  -0.48
H -3.840 14.392 21.388  -0.10
H -4.048 12.454 21.633  -0.03
H -4.141 13.620 23.137  -0.10
H -5.588 13.709 21.818  -0.06
B -0.842 13.817 24.329  -0.55
H -1.824 13.261 23.991  -0.01
H -1.182 14.776 24.914  -0.02
H -0.199 13.115 25.007  -0.04
H -0.266 14.161 23.427  -0.07
B -1.216 14.565 20.765  -0.48
H -1.065 14.342 19.575  -0.04
H -2.016 15.422 20.888  -0.10
H -1.620 13.589 21.296  -0.04
H -0.147 14.810 21.232  -0.03
B 2.608 15.519 22.607  -0.50
H 3.272 14.569 22.771  -0.08
H 2.929 15.924 21.514  -0.02
H 1.496 15.165 22.660  -0.10
H 2.824 16.239 23.539  -0.04
B 1.518 16.235 25.647  -0.46
H 0.939 15.700 24.781  -0.11
H 2.377 15.500 26.029  -0.05
H 2.014 17.281 25.319  -0.03
H 0.743 16.399 26.567  -0.04
B 1.371 12.117 22.193  -0.45
H 2.217 12.195 23.003  -0.10
H 1.465 13.173 21.689  -0.02
H 1.535 11.256 21.358  -0.02
H 0.261 12.011 22.634  -0.01
B -1.186 17.290 23.084  -0.46
H -0.735 18.407 23.019  -0.03
H -0.383 16.456 22.911  -0.02
H -1.812 17.035 24.038  -0.08
H -1.916 17.109 22.184  -0.09
C -1.418 15.809 30.485  -0.18
C -0.928 14.535 29.840  -0.19
C -0.301 15.027 28.528  -0.19
O 0.394 16.175 29.013  -0.15
C -0.397 16.843 29.971  -0.21
H -1.471 15.688 31.572  0.09
H -2.406 16.120 30.145  0.09
H -1.749 13.826 29.681  0.10
H -0.134 13.973 30.337  0.10
H -1.025 15.283 27.748  0.11
H 0.364 14.280 28.093  0.12
H -0.882 17.726 29.534  0.11
H 0.336 17.208 30.700  0.11
C 2.005 9.765 26.398  -0.17
C 2.215 10.451 27.749  -0.17
C 2.588 11.841 27.247  -0.22
O 1.715 12.129 26.176  -0.22
C 1.310 10.869 25.592  -0.19
H 1.314 8.921 26.468  0.10
H 2.939 9.426 25.953  0.11
H 3.056 10.018 28.298  0.10
H 1.330 10.433 28.386  0.11
H 3.621 11.756 26.876  0.12
H 2.585 12.630 27.998  0.12
H 1.592 10.816 24.538  0.09
H 0.223 10.781 25.616  0.12
C -0.670 7.588 21.780  -0.19
C -0.595 8.321 23.124  -0.18
C -1.306 9.609 22.732  -0.20
O -0.681 9.947 21.504  -0.17
C -0.378 8.756 20.806  -0.21
H -1.654 7.124 21.705  0.09
H 0.115 6.839 21.637  0.09
H 0.445 8.538 23.376  0.11
H -1.099 7.817 23.954  0.10
H -1.156 10.480 23.371  0.11
H -2.375 9.457 22.523  0.12
H 0.687 8.808 20.564  0.11
H -0.989 8.684 19.898  0.11
C -5.132 15.112 27.051  -0.17
C -4.292 16.364 27.330  -0.15
C -3.515 16.547 25.993  -0.18
O -3.692 15.333 25.258  -0.26
C -4.244 14.337 26.084  -0.21
H -6.045 15.407 26.527  0.11
H -5.366 14.478 27.909  0.10
H -3.555 16.049 28.072  0.08
H -4.870 17.247 27.588  0.10
H -2.445 16.675 26.158  0.11
H -3.896 17.407 25.443  0.12
H -3.455 13.727 26.542  0.13
H -4.854 13.660 25.483  0.12

The net charge is -3. The spin multiplicity is 1. Its total energy is -67357.73183 eV. The HOMO energy comes out at 0.7 eV. The LUMO energy is 5.59 eV. As for the max |F|: 2.14 eV Å⁻¹.


no.,orbital gap (Ha)
1,0.309
2,0.179